[1]
{"formula": "C6H12O", "method": "the ωB97M-V functional and the def2-TZVPD basis", "charge": 0, "homo_ha": [-0.2591, -0.2543], "species": ["C", "C", "O", "C", "C", "C", "C", "H", "H", "H", "H", "H", "H", "H", "H", "H", "H", "H", "H"], "xyz": [[2.710682, -0.262739, 0.107448], [1.326440, -0.445455, 0.301577], [1.214034, -0.395508, 1.657079], [-0.302632, 0.984940, 0.058748], [-0.674586, 1.064989, -1.318926], [-1.585946, 0.419960, 0.197986], [-1.980627, -0.979958, 0.119324], [1.828018, 0.891572, -1.328552], [3.292699, -1.162249, -0.003711], [3.175573, 0.439983, 0.804046], [0.866263, -1.187606, -0.340316], [0.259692, -0.427610, 1.727753], [-0.171281, 1.941263, 0.551967], [-0.564242, 0.223417, -1.979621], [-0.949839, 2.003177, -1.770598], [-2.166896, 1.021175, 0.896735], [-1.370578, -1.562269, -0.573505], [-3.010948, -1.114600, -0.212295], [-1.895825, -1.452483, 1.104857]], "forces_ev_per_angstrom": [[0.281, 2.213, -1.697], [-2.008, 2.669, 0.079], [-1.420, -1.624, 1.690], [4.935, -1.398, 0.071], [-1.964, -0.128, 0.661], [-0.239, 1.530, -0.683], [-0.161, -1.499, -0.396], [1.561, -1.165, 0.721], [0.336, -0.051, -1.194], [-0.198, 0.032, -0.439], [-0.265, -0.578, 0.432], [-0.473, 0.105, 1.177], [0.490, -0.155, 0.234], [0.014, -0.276, -0.077], [-0.201, 0.090, -0.043], [-0.688, 0.144, -0.711], [0.086, 0.040, 0.068], [-0.036, 0.109, 0.095], [-0.049, -0.057, 0.012]]}

***

[2]
{"formula": "C6H12O", "method": "the ωB97M-V functional and the def2-TZVPD basis", "charge": 0, "homo_ha": -0.3517, "species": ["C", "C", "O", "C", "C", "C", "C", "H", "H", "H", "H", "H", "H", "H", "H", "H", "H", "H", "H"], "xyz": [[1.924621, -0.597159, -0.192752], [0.833332, 0.417177, -0.492021], [0.901735, 1.429370, 0.513980], [-0.412167, 1.834524, 0.844820], [-1.233236, 0.555390, 0.760772], [-0.633928, -0.114817, -0.483402], [-0.804807, -1.630951, -0.509476], [1.759733, -1.077501, 0.777498], [1.973658, -1.369979, -0.967393], [2.891613, -0.087051, -0.154688], [1.037485, 0.876696, -1.472391], [-0.378482, 2.286827, 1.840561], [-0.785632, 2.586265, 0.126578], [-1.057369, -0.066862, 1.647968], [-2.309874, 0.730080, 0.669007], [-1.136992, 0.299495, -1.366795], [-1.868571, -1.895042, -0.511837], [-0.350963, -2.078064, -1.401450], [-0.350154, -2.098399, 0.371015]], "forces_ev_per_angstrom": [[0.020, -0.022, 0.009], [0.032, -0.220, -0.138], [0.063, 0.050, -0.041], [-0.204, 0.078, 0.105], [-0.018, -0.019, 0.004], [-0.022, 0.011, -0.047], [0.022, -0.046, 0.009], [0.000, 0.068, -0.139], [-0.015, 0.113, 0.108], [-0.125, -0.060, -0.012], [-0.018, -0.033, 0.154], [-0.038, -0.058, -0.161], [0.072, -0.123, 0.124], [-0.003, 0.114, -0.113], [0.151, -0.012, 0.018], [0.057, -0.043, 0.120], [0.154, 0.059, -0.003], [-0.071, 0.077, 0.131], [-0.058, 0.067, -0.128]]}

***

[3]
{"formula": "C6H12O", "method": "the ωB97M-V functional and the def2-TZVPD basis", "charge": 0, "homo_ha": [-0.2760, -0.2724], "species": ["C", "C", "O", "C", "C", "C", "C", "H", "H", "H", "H", "H", "H", "H", "H", "H", "H", "H", "H"], "xyz": [[-0.813708, -2.374218, 0.998897], [-0.163153, -1.066914, -1.479387], [0.851755, -0.627252, -0.812110], [0.732669, 0.044272, 0.326889], [1.571233, 1.137887, 0.801300], [0.063579, 1.339274, 0.530311], [-0.334991, 2.171841, -0.668746], [-0.878161, -2.504302, 2.079554], [-0.256738, -3.203905, 0.556861], [-1.815787, -2.322988, 0.569597], [-1.161461, -0.719674, -1.239407], [0.054365, -1.812737, -2.228847], [-0.249131, -1.423982, 0.885495], [2.265565, 1.629532, 0.122929], [1.902905, 1.099110, 1.838656], [-0.585334, 1.449255, 1.401522], [-1.346413, 1.925198, -1.014519], [-0.312238, 3.240069, -0.428384], [0.349229, 1.997573, -1.506584]], "forces_ev_per_angstrom": [[0.052, 0.048, 0.293], [-0.930, -0.189, -0.780], [1.142, 0.164, 0.205], [-0.030, 0.497, 0.164], [0.239, 0.061, 0.076], [-0.188, 0.069, 0.032], [0.005, 0.003, -0.091], [-0.132, -0.229, -0.015], [-0.110, 0.108, 0.081], [0.126, -0.027, 0.094], [0.164, -0.055, -0.032], [0.003, 0.141, 0.030], [-0.418, -0.553, 0.078], [-0.099, 0.002, 0.021], [-0.045, 0.055, -0.196], [0.171, -0.030, -0.117], [0.149, 0.038, 0.068], [-0.007, -0.141, -0.023], [-0.093, 0.041, 0.113]]}

***

[4]
{"formula": "C6H12O", "method": "the ωB97M-V functional and the def2-TZVPD basis", "charge": 0, "homo_ha": -0.3274, "species": ["C", "C", "O", "C", "C", "C", "C", "H", "H", "H", "H", "H", "H", "H", "H", "H", "H", "H", "H"], "xyz": [[-1.168507, 1.848385, -1.722071], [-0.919888, 0.780206, -0.659415], [-1.359769, 1.306496, 0.585709], [-1.201492, -0.590654, -1.059265], [1.009426, -2.163274, 0.081428], [0.897751, -1.464427, 1.210936], [1.637478, -0.192430, 1.509290], [-0.751133, 1.531644, -2.679880], [-0.715506, 2.793913, -1.412409], [-2.244893, 2.006393, -1.835371], [0.189179, 0.597139, -0.633981], [-1.471068, 0.564252, 1.193912], [-1.630669, -1.130813, -0.188399], [1.682986, -1.854613, -0.716023], [0.441772, -3.073953, -0.088152], [0.219065, -1.822511, 1.987541], [2.360558, 0.039182, 0.719838], [2.178997, -0.263271, 2.459544], [0.942043, 0.653870, 1.594713]], "forces_ev_per_angstrom": [[0.025, 0.076, -0.076], [-0.058, -0.180, -0.317], [-0.091, -0.200, 0.173], [0.008, 0.269, 0.294], [-0.011, 0.072, 0.128], [0.003, -0.092, -0.127], [0.040, 0.020, -0.057], [-0.059, 0.051, 0.148], [-0.061, -0.139, -0.044], [0.151, -0.037, 0.011], [-0.009, -0.029, -0.014], [-0.014, 0.137, -0.066], [0.065, 0.047, -0.112], [-0.094, -0.017, 0.129], [0.076, 0.143, 0.047], [0.083, 0.039, -0.120], [-0.101, -0.049, 0.113], [-0.086, 0.007, -0.132], [0.133, -0.117, 0.023]]}

***

[5]
{"formula": "C6H12O", "method": "the ωB97M-V functional and the def2-TZVPD basis", "charge": 0, "homo_ha": -0.3561, "species": ["C", "C", "C", "C", "O", "C", "C", "H", "H", "H", "H", "H", "H", "H", "H", "H", "H", "H", "H"], "xyz": [[-2.478361, -0.697408, 0.293924], [-1.089265, -0.824432, -0.333100], [-0.020984, 0.137685, 0.168192], [-0.311640, 1.556642, -0.244786], [-0.209715, 2.523557, 0.472469], [1.345964, -0.310458, -0.367347], [2.512418, 0.392598, 0.309128], [-2.672904, -1.722374, 0.613368], [-2.515159, -0.057363, 1.183635], [-3.284115, -0.388196, -0.380588], [-0.718434, -1.815531, -0.037255], [-1.138923, -0.846902, -1.430473], [-0.011241, 0.111586, 1.265813], [-0.637807, 1.664101, -1.305961], [1.364766, -0.152175, -1.454996], [1.418240, -1.396451, -0.218482], [3.467058, 0.051029, -0.101788], [2.506571, 0.186686, 1.385672], [2.440648, 1.477088, 0.180015]], "forces_ev_per_angstrom": [[-0.177, -0.416, 0.166], [0.153, -0.351, 0.024], [-0.066, -0.015, 0.091], [0.029, 0.215, 0.193], [-0.070, -0.377, -0.345], [-0.003, 0.023, -0.071], [0.053, 0.054, 0.018], [-0.716, 0.226, 0.207], [0.155, -0.072, -0.203], [0.302, 0.020, 0.034], [0.017, 0.156, -0.275], [0.056, 0.188, 0.164], [0.070, 0.048, -0.117], [0.074, 0.082, 0.072], [0.070, 0.002, 0.120], [0.013, 0.196, -0.023], [-0.097, 0.092, 0.071], [0.041, 0.046, -0.160], [0.094, -0.119, 0.032]]}

***

[6]
{"formula": "C6H12O", "method": "the ωB97M-V functional and the def2-TZVPD basis", "charge": 0, "homo_ha": -0.3400, "species": ["C", "C", "C", "C", "O", "H", "H", "H", "H", "H", "H", "H", "H", "C", "C", "H", "H", "H", "H"], "xyz": [[1.050773, 1.105438, -1.220572], [0.040478, 0.245872, -1.137801], [0.115153, -0.974283, -0.275977], [1.177823, -1.008836, 0.813553], [2.496676, -1.253100, 0.366831], [1.217381, 1.700899, -2.106529], [1.768365, 1.198906, -0.408051], [-0.726532, 0.233884, -1.913190], [-0.849575, -1.125036, 0.223952], [0.302168, -1.787137, -0.987574], [1.123025, -0.090555, 1.425327], [0.931326, -1.846335, 1.471333], [2.679057, -0.641956, -0.356706], [-2.045504, 0.165048, 1.033529], [-1.706948, 1.231232, 0.314624], [-2.824739, -0.523712, 0.717854], [-1.563486, -0.053257, 1.982876], [-0.960862, 1.935315, 0.658279], [-2.224571, 1.487621, -0.601757]], "forces_ev_per_angstrom": [[0.017, 0.082, -0.101], [1.081, -0.588, -0.723], [-0.136, -0.285, 0.147], [-0.357, -0.019, 0.191], [0.123, 0.137, -0.229], [-0.272, 0.530, 0.212], [0.136, -0.136, -0.257], [0.263, -0.092, 0.013], [0.505, -0.502, -0.521], [-0.042, -0.202, 0.235], [0.042, -0.138, -0.135], [0.118, 0.093, 0.034], [0.036, -0.115, 0.063], [-0.583, 0.788, 0.332], [-0.934, 0.394, 0.803], [0.081, 0.098, -0.001], [-0.056, 0.020, -0.102], [-0.062, -0.045, 0.000], [0.041, -0.019, 0.038]]}

***

For reference, ΔE to the lowest compared entry with this formula, charge and spin by record: 221.44 8.76 123.19 115.88 14.60 69.97 kcal/mol.